{"formula": "C15H49N17O30PS", "method": "ωB97M-V/def2-TZVPD", "symbols": ["N", "C", "N", "N", "P", "O", "O", "S", "H", "H", "H", "H", "H", "H", "H", "C", "N", "O", "O", "H", "H", "H", "C", "N", "O", "O", "H", "H", "H", "C", "N", "O", "O", "H", "H", "H", "C", "N", "O", "O", "H", "H", "H", "C", "N", "O", "O", "H", "H", "H", "C", "N", "O", "O", "H", "H", "H", "C", "N", "O", "O", "H", "H", "H", "C", "N", "O", "O", "H", "H", "H", "C", "N", "O", "O", "H", "H", "H", "C", "N", "O", "O", "H", "H", "H", "C", "N", "O", "O", "H", "H", "H", "C", "N", "O", "O", "H", "H", "H", "C", "N", "O", "O", "H", "H", "H", "C", "N", "O", "O", "H", "H", "H"], "coordinates": [[-1.266, -0.891, 2.686], [-0.970, 0.462, 3.082], [-0.789, 1.455, 2.187], [-0.829, 0.741, 4.509], [0.769, 1.358, 4.942], [2.018, 0.843, 3.932], [0.827, 3.070, 5.000], [1.207, 0.770, 6.754], [-0.558, -1.109, 1.954], [-0.950, -1.458, 3.498], [-1.373, 2.289, 2.263], [-0.053, 1.324, 1.476], [-1.537, 1.426, 4.833], [1.746, 0.751, 2.997], [0.099, 3.438, 4.452], [0.227, 2.044, -2.462], [0.576, 2.047, -1.018], [0.680, 3.116, -0.456], [0.738, 0.960, -0.485], [0.115, 3.072, -2.800], [1.039, 1.549, -2.994], [-0.708, 1.497, -2.570], [5.209, 1.682, 5.249], [6.562, 1.380, 4.714], [7.335, 2.309, 4.588], [6.797, 0.218, 4.440], [5.142, 2.749, 5.447], [4.482, 1.384, 4.496], [5.083, 1.112, 6.167], [0.713, -2.822, -1.538], [-0.397, -2.055, -2.165], [-0.214, -1.622, -3.283], [-1.417, -1.917, -1.507], [1.547, -2.861, -2.236], [0.999, -2.301, -0.625], [0.342, -3.822, -1.323], [1.398, -2.956, -6.131], [2.678, -3.151, -5.402], [2.629, -3.123, -4.187], [3.678, -3.324, -6.070], [0.604, -2.815, -5.406], [1.507, -2.074, -6.761], [1.222, -3.848, -6.728], [1.896, 5.521, 1.286], [1.204, 6.346, 2.309], [0.036, 6.084, 2.546], [1.853, 7.222, 2.839], [1.196, 4.783, 0.901], [2.228, 6.189, 0.493], [2.740, 5.037, 1.774], [-4.336, -2.866, -1.978], [-5.396, -3.846, -2.333], [-5.074, -5.017, -2.416], [-6.513, -3.405, -2.516], [-3.398, -3.397, -1.845], [-4.262, -2.153, -2.797], [-4.638, -2.377, -1.054], [4.862, -0.171, -6.701], [3.421, 0.188, -6.672], [2.988, 0.697, -5.652], [2.773, -0.053, -7.671], [5.307, 0.100, -5.747], [4.929, -1.245, -6.867], [5.325, 0.385, -7.515], [-5.949, -8.056, -2.655], [-5.961, -9.346, -3.392], [-5.322, -9.407, -4.425], [-6.614, -10.249, -2.906], [-5.332, -7.347, -3.200], [-6.977, -7.704, -2.592], [-5.535, -8.246, -1.667], [1.487, 8.537, 5.676], [0.793, 9.356, 6.703], [-0.371, 9.090, 6.939], [1.442, 10.234, 7.235], [0.790, 7.797, 5.289], [1.813, 9.208, 4.885], [2.335, 8.054, 6.159], [-0.740, -2.119, 9.323], [-0.595, -2.492, 7.892], [0.313, -3.242, 7.600], [-1.405, -2.014, 7.113], [0.042, -2.613, 9.894], [-0.642, -1.037, 9.391], [-1.725, -2.448, 9.650], [-2.687, -4.851, -7.316], [-1.654, -4.219, -6.457], [-0.934, -4.957, -5.810], [-1.602, -3.002, -6.458], [-2.617, -5.931, -7.212], [-3.658, -4.494, -6.976], [-2.493, -4.548, -8.343], [3.706, 4.406, -3.227], [2.266, 4.774, -3.193], [1.834, 5.268, -2.167], [1.620, 4.553, -4.198], [4.154, 4.658, -2.269], [3.767, 3.335, -3.413], [4.171, 4.973, -4.032], [-7.896, -6.097, -5.135], [-6.834, -6.287, -6.157], [-5.714, -5.893, -5.883], [-7.160, -6.825, -7.194], [-7.461, -5.607, -4.266], [-8.671, -5.477, -5.581], [-8.279, -7.082, -4.873], [2.300, 5.624, 7.858], [3.652, 5.324, 7.318], [4.422, 6.253, 7.191], [3.887, 4.161, 7.042], [2.232, 6.690, 8.058], [1.573, 5.324, 7.105], [2.178, 5.050, 8.775]], "forces_ev_per_a": [[4.05, 3.22, 1.98], [-0.93, -1.47, 0.30], [0.33, -1.26, 0.48], [-0.60, 0.50, -2.68], [3.32, 1.00, 3.90], [-3.20, 0.65, 0.02], [-1.41, -2.77, -1.75], [-0.60, 0.33, -1.72], [-1.34, -0.17, -0.49], [-0.87, -0.03, -0.31], [0.98, 0.09, 0.11], [-1.16, 0.21, -0.78], [0.31, -0.62, 0.19], [0.53, 0.21, 0.25], [0.64, 0.25, 0.26], [-0.04, 0.23, -0.36], [-0.05, 0.45, -0.51], [-0.14, -0.54, 0.24], [-0.09, -0.15, 0.60], [0.04, -0.06, 0.16], [-0.14, -0.13, 0.04], [0.17, -0.14, 0.01], [-0.17, 0.34, 0.13], [0.15, 0.06, -0.03], [-0.09, -0.27, -0.05], [-0.01, 0.21, 0.00], [0.09, -0.13, 0.02], [0.09, -0.15, 0.12], [-0.05, -0.05, -0.15], [0.36, -0.15, -0.09], [0.32, -0.01, -0.31], [-0.35, 0.05, 0.46], [0.10, 0.15, -0.05], [-0.19, 0.03, 0.01], [-0.14, -0.06, -0.02], [-0.03, 0.12, 0.07], [-0.28, 0.17, 0.05], [-0.30, 0.01, -0.28], [0.43, -0.06, 0.01], [-0.03, 0.11, 0.36], [0.20, -0.04, -0.07], [0.08, -0.13, -0.05], [0.12, 0.10, -0.01], [-0.08, -0.28, -0.25], [0.17, 0.07, -0.01], [0.11, 0.00, 0.21], [-0.32, -0.23, -0.07], [0.11, 0.28, 0.11], [0.06, -0.05, 0.11], [0.03, 0.19, -0.03], [0.32, -0.02, 0.03], [-0.03, -0.02, -0.01], [-0.19, 0.18, 0.01], [0.16, -0.20, -0.01], [-0.18, -0.01, -0.05], [-0.08, 0.00, 0.12], [-0.07, 0.04, -0.15], [0.36, -0.02, 0.14], [0.07, 0.03, -0.05], [-0.13, -0.08, -0.15], [0.02, 0.07, 0.35], [-0.14, -0.01, -0.08], [-0.05, 0.10, -0.10], [-0.11, -0.13, -0.03], [0.18, 0.32, -0.06], [0.04, -0.14, -0.09], [-0.17, -0.06, 0.17], [0.13, 0.15, -0.14], [-0.08, -0.14, 0.00], [0.07, -0.11, 0.14], [-0.17, -0.02, -0.04], [-0.04, -0.24, -0.18], [-0.05, 0.09, 0.11], [0.17, 0.06, 0.05], [-0.20, -0.20, -0.09], [0.00, 0.17, 0.05], [0.08, -0.07, 0.12], [0.08, 0.22, -0.10], [0.09, -0.02, 0.32], [0.11, -0.09, -0.04], [-0.31, 0.24, -0.17], [0.27, -0.14, 0.05], [-0.06, 0.01, -0.16], [-0.14, -0.07, -0.06], [0.03, 0.14, -0.08], [-0.16, -0.30, -0.14], [-0.13, -0.15, -0.08], [-0.07, 0.31, 0.03], [0.05, -0.27, 0.13], [0.03, 0.15, 0.08], [0.08, 0.02, -0.09], [-0.06, 0.11, 0.11], [0.30, 0.01, 0.18], [0.07, 0.16, -0.04], [-0.06, -0.14, -0.20], [0.01, 0.00, 0.32], [-0.13, 0.02, -0.09], [-0.02, 0.11, -0.17], [-0.08, -0.15, -0.03], [-0.04, 0.12, 0.38], [-0.05, -0.12, -0.14], [0.00, 0.01, -0.12], [0.19, 0.18, 0.23], [0.04, -0.01, -0.14], [0.01, -0.17, -0.02], [-0.07, 0.07, -0.18], [-0.22, 0.21, 0.14], [0.14, 0.15, 0.01], [-0.12, -0.27, -0.08], [-0.02, 0.18, -0.02], [0.11, -0.13, 0.01], [0.07, -0.13, 0.11], [-0.03, -0.05, -0.15]], "e_tot_ha": -4526.9707, "homo_energy_ev": -12.32, "homo_lumo_gap_ev": 6.2984, "e_lumo_ev": -6.017, "total_charge": 1}